{
  "formula": "C9H18ClNO4",
  "method": "wB97M-V/def2-TZVPD",
  "homo_ha": -0.352,
  "homo_lumo_gap_ev": 9.561,
  "symbols": ["C", "C", "C", "C", "C", "C", "C", "C", "C", "N", "O", "O", "O", "O", "Cl", "H", "H", "H", "H", "H", "H", "H", "H", "H", "H", "H", "H", "H", "H", "H", "H", "H", "H"],
  "positions_angstrom": [[0.329, -0.886, 2.798], [2.207, -0.506, 1.272], [-0.555, -1.432, -2.079], [-2.378, 0.312, -1.720], [1.171, 0.236, 2.095], [-0.926, -0.059, -1.291], [0.282, 1.379, 1.567], [0.160, 0.868, -1.627], [0.340, 1.885, -0.460], [1.601, 2.653, -0.469], [1.673, 3.735, 0.124], [2.563, 1.990, -0.830], [0.618, 2.546, 2.134], [-0.280, 1.510, -2.805], [-0.934, 3.072, -0.433], [-0.692, -0.577, 2.876], [0.386, -1.741, 2.189], [0.811, -1.092, 3.736], [1.821, -1.072, 0.475], [2.966, 0.187, 0.769], [2.770, -1.127, 1.923], [-0.241, -1.258, -3.087], [0.196, -2.100, -1.511], [-1.531, -2.054, -2.064], [-2.410, 1.366, -1.845], [-3.134, -0.126, -1.137], [-2.448, -0.010, -2.903], [1.814, 0.793, 2.917], [-1.117, -0.254, -0.266], [-0.765, 1.201, 1.588], [1.062, 0.383, -1.904], [0.146, 3.231, 1.809], [0.482, 1.797, -3.233]]
}

***

{
  "formula": "C8H8NO",
  "method": "wB97M-V/def2-TZVPD",
  "homo_ha": -0.552,
  "homo_lumo_gap_ev": 8.739,
  "charge": 1,
  "symbols": ["C", "C", "C", "C", "C", "N", "C", "O", "C", "C", "H", "H", "H", "H", "H", "H", "H", "H"],
  "positions_angstrom": [[-1.830, -1.574, 0.808], [-1.123, -0.150, 0.331], [-0.667, 0.770, 1.359], [0.505, 1.379, 1.201], [0.964, 0.954, -0.061], [0.002, 0.208, -0.668], [0.550, -0.488, -1.811], [-0.005, -1.300, -2.473], [1.967, 0.096, -1.794], [2.111, 0.990, -0.867], [-2.629, -1.197, 1.448], [-2.306, -2.166, 0.039], [-1.069, -2.132, 1.371], [-2.052, 0.353, 0.034], [-1.243, 0.953, 2.379], [1.110, 1.948, 1.876], [2.733, -0.296, -2.416], [2.981, 1.650, -0.755]]
}

***

{
  "formula": "C17H24N4OSiZn",
  "method": "wB97M-V/def2-TZVPD",
  "homo_ha": -0.009,
  "homo_lumo_gap_ev": 5.238,
  "charge": -2,
  "symbols": ["Zn", "C", "C", "C", "C", "C", "C", "C", "C", "N", "H", "H", "H", "H", "H", "H", "C", "Si", "C", "C", "N", "C", "C", "C", "C", "C", "C", "H", "H", "H", "H", "H", "H", "H", "H", "H", "H", "H", "H", "H", "H", "O", "N", "N", "H", "H", "H", "H"],
  "positions_angstrom": [[0.576, -1.708, -0.031], [-1.174, -2.159, -1.614], [-0.983, -1.562, -2.870], [0.174, -1.849, -3.663], [0.356, -1.296, -4.899], [-0.590, -0.407, -5.456], [-1.720, -0.088, -4.685], [-1.908, -0.640, -3.444], [-0.418, 0.143, -6.754], [-0.288, 0.588, -7.815], [-0.656, -3.096, -1.421], [-2.118, -2.020, -1.089], [0.931, -2.495, -3.229], [1.251, -1.534, -5.464], [-2.456, 0.600, -5.087], [-2.794, -0.380, -2.875], [-1.461, 1.411, -0.726], [-0.605, 1.720, 0.909], [-1.999, 1.497, 2.212], [-0.131, 3.557, 0.958], [0.669, 0.628, 1.069], [1.586, 0.600, 2.076], [2.644, -0.354, 2.046], [3.589, -0.400, 3.052], [3.562, 0.473, 4.144], [2.522, 1.390, 4.210], [1.554, 1.448, 3.217], [-2.322, 2.075, -0.860], [-1.816, 0.378, -0.781], [-0.789, 1.553, -1.575], [-2.833, 2.173, 1.999], [-1.639, 1.687, 3.227], [-2.387, 0.477, 2.185], [-0.960, 4.209, 0.664], [0.692, 3.716, 0.256], [0.215, 3.870, 1.945], [2.660, -1.084, 1.225], [4.373, -1.149, 2.984], [4.317, 0.426, 4.921], [2.453, 2.072, 5.054], [0.746, 2.166, 3.312], [2.044, -2.726, -0.077], [-1.319, -2.906, 2.165], [-0.565, -1.758, 1.772], [-1.121, -3.122, 3.135], [-0.947, -3.670, 1.609], [0.206, -1.533, 2.394], [-1.121, -0.922, 1.677]]
}

***

{
  "formula": "C4H6O2",
  "method": "wB97M-V/def2-TZVPD",
  "homo_ha": -0.360,
  "homo_lumo_gap_ev": 10.685,
  "symbols": ["O", "C", "C", "C", "O", "C", "H", "H", "H", "H", "H", "H"],
  "positions_angstrom": [[-1.200, -1.743, 1.014], [-0.609, -0.868, 0.439], [0.369, 0.140, 1.044], [0.785, 0.998, -0.145], [0.184, 0.454, -1.324], [-0.719, -0.579, -1.053], [1.189, -0.373, 1.547], [-0.098, 0.689, 1.861], [0.489, 2.043, -0.036], [1.862, 1.019, -0.302], [-0.512, -1.449, -1.683], [-1.741, -0.330, -1.361]]
}

***

{
  "formula": "C5H4N2",
  "method": "wB97M-V/def2-TZVPD",
  "homo_ha": -0.307,
  "homo_lumo_gap_ev": 8.552,
  "symbols": ["C", "C", "C", "C", "C", "N", "N", "H", "H", "H", "H"],
  "positions_angstrom": [[-0.454, 2.641, 0.805], [-0.247, 1.505, 0.459], [0.047, 0.166, 0.064], [1.251, -0.512, 0.085], [1.091, -1.788, -0.506], [-0.239, -1.823, -0.867], [-0.909, -0.664, -0.421], [-0.638, 3.647, 1.113], [2.162, -0.165, 0.547], [-0.444, -2.687, -0.364], [-1.787, -0.363, -0.828]]
}

***

{
  "formula": "C14H21F4MnN4O2",
  "method": "wB97M-V/def2-TZVPD",
  "homo_ha": [-0.382, -0.390],
  "multiplicity": 2,
  "homo_lumo_gap_ev": [7.803, 8.028],
  "s_squared": 0.912,
  "charge": 1,
  "symbols": ["Mn", "C", "C", "N", "C", "C", "C", "C", "N", "C", "C", "F", "C", "F", "C", "C", "F", "C", "F", "H", "H", "H", "H", "H", "H", "H", "H", "H", "H", "H", "H", "H", "H", "H", "C", "O", "C", "O", "N", "N", "H", "H", "H", "H", "H", "H"],
  "positions_angstrom": [[-0.647, -0.287, -0.285], [0.685, 3.910, -0.235], [0.418, 2.448, -0.560], [-0.724, 1.825, 0.159], [-2.054, 2.245, -0.377], [-2.789, 1.039, -0.942], [-0.673, 1.945, 1.632], [0.289, 0.953, 2.205], [-0.076, -0.310, 1.592], [0.243, -1.519, 2.133], [-0.335, -2.640, 1.543], [-1.170, -2.355, 0.491], [-0.106, -3.942, 1.920], [-0.718, -4.928, 1.262], [0.755, -4.209, 2.962], [1.363, -3.124, 3.565], [2.235, -3.327, 4.552], [1.131, -1.820, 3.171], [1.816, -0.829, 3.770], [1.440, 4.299, -0.919], [1.064, 4.044, 0.778], [-0.217, 4.518, -0.351], [1.311, 1.860, -0.346], [0.207, 2.341, -1.624], [-1.931, 3.003, -1.151], [-2.642, 2.694, 0.422], [-2.279, 0.652, -1.825], [-3.807, 1.272, -1.256], [-2.886, 0.259, -0.168], [-1.664, 1.692, 2.006], [-0.441, 2.964, 1.948], [0.188, 0.943, 3.290], [1.326, 1.246, 1.984], [0.947, -5.220, 3.292], [0.068, -0.674, -5.007], [1.002, -1.164, -4.004], [0.712, -0.908, -2.763], [-0.289, -0.289, -2.372], [1.625, -1.366, -1.883], [1.304, -1.142, -0.545], [0.561, -0.841, -5.956], [-0.126, 0.382, -4.852], [-0.856, -1.239, -4.950], [2.450, -1.869, -2.167], [1.967, -0.507, -0.111], [1.320, -2.022, -0.029]]
}

***

The following energy above the lowest of the compared OMol25 structures with the same formula, charge and spin values (in kcal/mol) correspond, in order, to the records above: 21.15 0.00 43.40 23.80 105.29 0.00.
The following molecular weight values (in g mol⁻¹) correspond, in order, to the records above: 239.7 134.2 393.9 86.1 92.1 408.3.